A molecular structure, C23H44ClN6O6S2, computed with ωB97M-V with the def2-TZVPD basis set.

Structure (XYZ):
```
82
Properties=species:S:1:pos:R:3:lowdin_charge:R:1
C -3.3810 -2.9920 0.7916 -0.12
C -3.7291 -3.8754 -0.4007 -0.23
C -2.5556 -4.3628 -1.2923 -0.19
C -1.1317 -3.9509 -0.9060 -0.21
C -0.6763 -2.6686 -1.6042 -0.20
C 0.6909 -2.1490 -1.1003 -0.09
C 0.6424 -0.9588 -0.0990 -0.31
N -0.6102 -1.1041 0.6413 0.15
C 1.7795 -1.1419 0.8695 -0.08
C 2.2328 -2.3400 1.6208 -0.07
C 1.4824 -2.5372 2.9654 -0.13
C 1.5651 -1.3436 3.9371 -0.17
C 0.1595 -0.9224 4.3569 -0.23
N 0.2009 0.2982 5.1668 0.04
C -0.8346 1.2464 5.0306 -0.60
N -0.7522 2.4633 5.3977 0.12
N -2.0506 0.7356 4.5463 0.12
N 2.3858 -0.0034 1.0135 -0.13
O 3.5559 0.1831 1.6820 0.06
C 1.5717 1.1985 0.5722 -0.89
S 2.6081 2.6786 0.4459 0.91
Cl 0.5956 1.5830 2.0111 0.85
C 0.8296 0.5653 -0.6668 -0.26
C 1.8433 0.5370 -1.8352 -0.11
C 2.0262 1.7246 -2.8376 -0.15
C 1.4030 3.1092 -2.6309 -0.25
C 1.1555 3.7706 -3.9885 -0.23
S 0.4369 5.3668 -3.8340 0.58
O -0.0596 5.7645 -5.1156 -0.26
O 1.3471 6.1802 -3.0982 -0.25
O -0.7821 5.0668 -2.8699 -0.15
N -0.5052 1.0631 -1.0203 0.10
C -0.9963 1.1149 -2.3385 -0.44
C -0.8022 0.0192 -3.3373 0.04
O -1.6849 2.0661 -2.6433 0.10
C -1.3550 1.9523 -0.1958 -0.48
C -1.0144 3.3920 0.0214 -0.01
O -2.3815 1.4884 0.1894 0.15
H -2.6716 -3.4898 1.4583 0.06
H -4.2770 -2.8234 1.3877 0.08
H -2.9707 -2.0294 0.4937 0.05
H -4.4396 -3.3310 -1.0218 0.10
H -4.2606 -4.7487 -0.0252 0.10
H -2.7267 -3.9946 -2.3062 0.11
H -2.6050 -5.4476 -1.3690 0.11
H -0.4644 -4.7417 -1.2609 0.12
H -0.9831 -3.9039 0.1741 0.09
H -0.5259 -2.9339 -2.6535 0.12
H -1.4442 -1.9002 -1.5903 0.10
H 1.3706 -1.9895 -1.9298 0.11
H 1.1109 -2.9974 -0.5626 0.10
H -0.6415 -1.9659 1.1653 0.07
H -0.8578 -0.3160 1.2214 0.04
H 3.2958 -2.2245 1.8302 0.13
H 2.1311 -3.2512 1.0385 0.12
H 0.4402 -2.7675 2.7488 0.10
H 1.9212 -3.4296 3.4065 0.13
H 2.0731 -0.5093 3.4558 0.08
H 2.1264 -1.6491 4.8174 0.13
H -0.2747 -1.7388 4.9330 0.13
H -0.4241 -0.7897 3.4454 0.07
H 1.0713 0.7773 4.9728 0.10
H 0.1399 2.6615 5.8430 0.04
H -1.9997 0.4562 3.5743 0.06
H -2.7306 1.4852 4.6078 0.10
H 4.2573 -0.1530 1.1024 0.15
H 3.4930 2.2247 -0.4498 -0.09
H 1.5929 -0.3084 -2.4540 0.07
H 2.8173 0.2684 -1.4213 0.12
H 1.6918 1.3583 -3.8091 0.11
H 3.0981 1.8795 -2.9707 0.12
H 2.0871 3.7622 -2.0949 0.09
H 0.4641 3.1013 -2.1064 0.06
H 0.5525 3.1514 -4.6530 0.11
H 2.1094 3.9353 -4.4945 0.12
H -1.4618 4.6059 -3.3912 0.10
H -0.0627 -0.7281 -3.1036 0.05
H -0.5725 0.4907 -4.2911 0.10
H -1.7667 -0.4739 -3.4514 0.11
H -1.7036 3.9879 -0.5736 0.10
H -1.2004 3.6166 1.0679 0.09
H 0.0108 3.6559 -0.2055 0.05
```

Calculated values
HOMO: -11.54 eV
Total charge: +1
LUMO energy: -4.433 eV
Energy relative to the best compared isomer or geometry (same formula, charge and spin): 0.000 eV
Orbital gap: 7.11 eV
Largest force on an atom: 1.48 eV/Å

A molecular structure, C23H44CrN6O6S2Si, computed with ωB97M-V with the def2-TZVPD basis set.

Structure (XYZ):
```
83
Properties=species:S:1:pos:R:3:lowdin_charge:R:1
Cr 0.0004 1.8389 -0.0390 0.67
C -2.6297 1.5484 1.6342 -0.02
O -1.2369 1.8848 1.7193 -0.30
C -0.9822 3.1036 2.4171 -0.15
C 0.5089 3.1606 2.6293 -0.15
O 1.1131 3.0772 1.3389 -0.32
C 2.5370 2.9136 1.4067 -0.06
H -3.0471 1.4647 2.6387 0.11
H -2.6678 0.5919 1.1276 0.07
H -3.1854 2.2989 1.0657 0.11
H -1.5020 3.1015 3.3769 0.15
H -1.3248 3.9598 1.8244 0.15
H 0.8291 2.3109 3.2402 0.14
H 0.7949 4.0935 3.1198 0.15
H 2.9752 3.7160 2.0007 0.11
H 2.9148 2.9628 0.3888 0.09
H 2.7870 1.9408 1.8330 0.08
C 1.5727 -4.6973 -1.6594 -0.02
C 1.8844 -3.3482 -1.0234 -0.62
C 2.6337 -2.4464 -1.9965 -0.03
C 2.6911 -3.5313 0.2580 -0.03
O 0.6111 -2.7311 -0.7462 -0.14
Si 0.0012 -1.8482 0.4488 -0.06
S 1.1417 -0.0103 0.6328 0.54
O -1.5270 -1.4107 0.0978 -0.16
C -2.5479 -2.2484 -0.5297 -0.60
C -2.2815 -2.3393 -2.0285 -0.03
C -2.5397 -3.6352 0.1066 -0.02
C -3.8891 -1.5671 -0.2905 -0.03
O 0.1808 -2.7093 1.8054 -0.14
C 0.0496 -2.5237 3.2280 -0.63
C -1.3272 -1.9481 3.5463 -0.01
C 1.1439 -1.5923 3.7429 -0.04
C 0.2145 -3.9121 3.8328 -0.02
H 2.4944 -5.2477 -1.8490 0.09
H 1.0454 -4.5568 -2.6033 0.09
H 0.9471 -5.2839 -0.9860 0.09
H 3.5414 -2.9403 -2.3451 0.10
H 2.9029 -1.5194 -1.4830 0.05
H 2.0024 -2.2085 -2.8479 0.08
H 3.6288 -4.0397 0.0363 0.10
H 2.1231 -4.1267 0.9723 0.09
H 2.9067 -2.5617 0.7131 0.07
H -1.2898 -2.7453 -2.2071 0.07
H -2.3338 -1.3464 -2.4753 0.05
H -3.0253 -2.9801 -2.5027 0.10
H -1.5735 -4.1153 -0.0586 0.08
H -3.3222 -4.2574 -0.3260 0.10
H -2.7078 -3.5592 1.1810 0.08
H -3.8960 -0.5725 -0.7398 0.08
H -4.1025 -1.4868 0.7772 0.09
H -4.6824 -2.1525 -0.7549 0.09
H -1.4471 -0.9794 3.0542 0.07
H -1.4386 -1.8213 4.6231 0.09
H -2.1099 -2.6168 3.1883 0.08
H 0.9933 -0.5869 3.3567 0.03
H 2.1190 -1.9442 3.4029 0.09
H 1.1332 -1.5642 4.8329 0.09
H -0.5115 -4.5971 3.3943 0.09
H 0.0658 -3.8790 4.9121 0.09
H 1.2157 -4.2911 3.6261 0.09
C 1.0796 6.9019 -1.4974 -0.08
C 0.2101 5.9811 -2.3679 -0.22
C 0.7267 4.5868 -2.3181 -0.55
N 0.4382 3.7393 -1.3984 0.01
N 1.1051 2.5615 -1.5023 -0.14
C 1.9240 2.4796 -2.5196 -0.64
N 2.7001 1.4174 -2.7583 0.17
S 1.9181 3.9523 -3.4418 1.17
H 0.6361 7.8947 -1.4524 0.08
H 2.0822 6.9925 -1.9157 0.08
H 1.1577 6.5099 -0.4836 0.07
H 0.2037 6.3364 -3.3979 0.12
H -0.8133 5.9750 -1.9943 0.12
H 2.5030 0.5768 -2.2284 0.09
H 3.1454 1.3105 -3.6535 0.12
O -1.0604 0.9989 -1.3508 -0.29
N -1.4732 1.8468 -2.2683 0.01
C -1.4902 1.4503 -3.4954 -0.28
C -1.0542 0.1668 -3.9544 -0.15
N -0.6691 -0.8563 -4.3050 0.22
C -1.8282 2.4361 -4.4755 -0.17
N -2.0173 3.2529 -5.2605 0.19
```

Calculated values
HOMO (alpha / beta): -11.32 / -11.59 eV
Total charge: +1
LUMO energy (alpha / beta): -3.820 / -2.997 eV
Energy relative to the best compared isomer or geometry (same formula, charge and spin): 0.103 eV
Orbital gap (alpha / beta): 7.50 / 8.59 eV
Spin multiplicity: 4
Largest force on an atom: 0.95 eV/Å

3 unconnected molecules or ions with the total composition C23H44F3IN4O6PS, computed with ωB97M-V with the def2-TZVPD basis set.

Structure (XYZ):
```
83
Properties=species:S:1:pos:R:3:lowdin_charge:R:1
C -2.2827 1.8211 3.3934 -0.10
C -1.2079 1.0284 2.4464 -0.10
C -2.0960 -0.0730 1.6483 -0.37
O -1.6505 -1.2344 1.5556 0.09
O -3.3508 0.3952 1.1651 -0.09
C -3.6842 -0.1316 -0.1402 -0.15
C -3.9829 1.0416 -1.2418 -0.11
C -3.4038 2.4510 -0.7944 -0.02
C -1.9348 2.7659 -1.2542 -0.12
P -0.8085 1.5923 -2.2269 0.78
N 0.4920 1.2709 -1.3040 -0.29
C -1.3822 4.1462 -0.8304 -0.06
F -0.0326 4.4020 -1.2136 0.05
N -2.1428 5.1472 -0.0904 0.02
C -1.3611 6.3841 0.1667 -0.13
C -0.1979 6.1463 1.2959 -0.23
C -0.6790 5.2163 2.5196 -0.64
I -0.4599 6.3038 4.4233 0.77
C -3.5135 4.8749 0.3527 -0.07
S -4.3086 6.2704 1.2614 0.85
O -3.4602 6.8039 2.4024 -0.30
O -4.4107 7.4019 0.2532 -0.27
F -5.8251 6.0232 1.8477 -0.15
C -4.2045 3.4872 0.0425 0.03
C -5.6602 3.3011 0.6166 -0.29
C -6.3610 1.8912 0.6400 -0.03
F -6.5280 4.1924 -0.1486 -0.04
H -1.7846 2.4085 4.2324 0.08
H -2.9709 2.4700 2.7258 0.06
H -2.9860 1.0094 3.8257 0.10
H -0.4680 0.5378 3.1719 0.13
H -0.6760 1.7409 1.7221 0.09
H -2.9275 -0.8611 -0.5815 0.13
H -4.6656 -0.7316 -0.0151 0.15
H -5.0953 1.0642 -1.5527 0.12
H -3.4428 0.6762 -2.1983 0.09
H -0.3174 2.2349 -3.4269 0.03
H -1.3966 0.3236 -2.5290 0.01
H 0.3775 1.7749 -0.3978 -0.05
H -0.7750 6.6898 -0.7840 0.16
H -1.9271 7.3094 0.4842 0.13
H 0.0819 7.1860 1.7078 0.10
H 0.7225 5.6340 0.8237 0.12
H -0.0852 4.2255 2.5637 0.06
H -1.7813 4.9217 2.4668 0.01
H -5.6105 3.6323 1.7274 0.15
H -6.7489 1.6656 -0.4266 0.10
H -7.3238 1.9912 1.2755 0.12
H -5.7784 1.0255 1.0966 0.09
C 1.2607 -2.5986 -1.8511 -0.07
C 1.1104 -2.7504 -3.3621 -0.43
C 1.8995 -3.9409 -3.9420 -0.20
O 3.2979 -3.7092 -4.0698 -0.19
C 4.0386 -3.9210 -2.8777 -0.10
N 1.4875 -1.4852 -4.0083 0.03
H 2.2292 -2.1844 -1.5644 0.07
H 0.4980 -1.9182 -1.4600 0.05
H 1.1363 -3.5606 -1.3465 0.08
H 0.0489 -2.9322 -3.5632 0.13
H 1.5392 -4.1190 -4.9611 0.12
H 1.7075 -4.8634 -3.3811 0.12
H 3.6330 -4.7410 -2.2787 0.08
H 4.0769 -3.0008 -2.2910 0.08
H 5.0637 -4.1726 -3.1598 0.09
H 1.3010 -1.5618 -5.0071 0.07
H 2.5047 -1.4126 -3.9601 0.07
C 6.4732 -5.4994 2.4932 -0.07
C 6.5314 -6.1448 1.1121 -0.43
C 5.6795 -5.4133 0.0553 -0.21
O 4.2789 -5.6670 0.1524 -0.21
C 3.6048 -4.8681 1.1111 -0.10
N 6.1506 -7.5586 1.2303 0.04
H 5.5338 -5.7006 3.0122 0.06
H 7.2744 -5.8891 3.1274 0.08
H 6.6020 -4.4156 2.4253 0.08
H 7.5739 -6.1001 0.7798 0.14
H 5.9758 -5.7856 -0.9315 0.12
H 5.8805 -4.3348 0.0511 0.12
H 4.0248 -3.8603 1.1772 0.09
H 3.6238 -5.3548 2.0878 0.07
H 2.5587 -4.7881 0.8051 0.08
H 6.2769 -8.0071 0.3245 0.07
H 5.1402 -7.5886 1.3733 0.07
```

Calculated values
HOMO: -10.45 eV
Total charge: +1
LUMO energy: -6.062 eV
Orbital gap: 4.39 eV
Largest force on an atom: 9.14 eV/Å

Question: The lowest largest force on an atom belongs to which entry?
Answer: C23H44CrN6O6S2Si

Question: largest force on an atom of number 1 (C23H44ClN6O6S2)?
Answer: 1.48 eV/Å

Question: Look up the total charge of the first one.
Answer: +1